No. 1
Entry from the OMol25 dataset: a molecular structure, C40H47FeGeN7O4S2Si in a non-equilibrium geometry (ωB97M-V/def2-TZVPD).

The geometry in XYZ format:
```
103
Properties=species:S:1:pos:R:3:forces:R:3
Fe -1.41873 0.68689 0.23273 -1.0 -1.0 0.0
N -4.08062 0.86634 -3.19593 -0.3 -0.1 0.2
C -3.50132 0.95114 -1.97530 2.1 0.6 -0.4
S -1.82140 1.48826 -1.88556 -0.8 1.0 -0.6
N -4.11742 0.64764 -0.88802 -1.1 -0.3 1.0
N -3.31757 0.79799 0.19422 -0.4 0.1 0.5
C -3.89500 1.00062 1.36708 -0.5 -0.3 -1.3
C -3.06085 1.48570 2.38944 1.0 0.4 0.5
C -3.48126 1.71556 3.71687 0.0 -0.2 -0.4
C -2.60297 2.25564 4.61639 0.4 0.1 0.0
C -1.30934 2.59743 4.18467 -0.3 -0.1 0.1
C -0.96207 2.34743 2.87776 0.0 -0.1 0.1
N -1.78177 1.77777 1.98290 -0.5 0.1 -0.1
H -3.59854 1.27562 -3.97376 0.0 0.0 0.0
H -5.08097 0.77101 -3.24337 0.0 0.0 0.0
H -4.96776 0.90079 1.48225 0.0 0.1 -0.1
H -4.49274 1.45363 3.99868 0.0 0.0 0.0
H -2.89655 2.42318 5.64423 0.0 0.0 0.0
H -0.59518 3.05679 4.85363 0.0 0.0 0.0
H 0.02529 2.62020 2.52448 -0.1 0.0 0.0
C 5.20562 -2.47934 1.00799 -0.1 -0.1 0.0
C 5.02222 -1.52147 0.02021 0.0 0.0 -0.1
C 4.04459 -0.55252 0.16687 0.0 0.1 0.0
C 3.24009 -0.51551 1.30881 -0.3 0.1 -0.1
C 3.43492 -1.49034 2.28889 -0.2 0.1 0.1
C 4.40348 -2.47065 2.13913 0.1 0.0 0.0
Si 2.07429 0.90087 1.66239 0.4 -0.1 0.3
C 3.03804 2.50408 1.57348 -0.2 -0.1 0.0
C 3.22757 3.22527 2.75511 -0.2 -0.1 0.0
C 3.98467 4.38607 2.77172 0.1 0.1 0.0
C 4.58236 4.83902 1.60548 0.0 0.0 0.0
C 4.41053 4.13431 0.42245 0.0 0.0 -0.1
C 3.64899 2.97748 0.40979 0.0 0.0 0.1
H 5.96640 -3.24027 0.88809 0.0 0.0 0.0
H 5.63585 -1.53738 -0.87155 0.0 0.0 0.0
H 3.90416 0.18640 -0.61219 0.0 -0.1 -0.1
H 2.82335 -1.47578 3.18546 0.0 0.0 0.0
H 4.53919 -3.22305 2.90539 0.0 0.0 0.0
H 1.51265 0.74448 3.01231 0.2 0.0 0.1
H 2.77445 2.86451 3.67281 0.0 0.1 0.0
H 4.10881 4.94107 3.69275 0.0 0.0 0.0
H 5.18340 5.73902 1.61689 0.0 0.0 0.0
H 4.87397 4.48271 -0.49195 0.0 0.0 0.0
H 3.53142 2.43623 -0.51884 0.0 0.0 -0.1
O 1.15454 0.37897 -1.30352 0.0 0.9 0.3
C 0.79768 1.31016 -0.59529 1.1 -1.3 -0.3
O 0.62714 1.03677 0.76662 0.4 0.3 -0.7
C 0.78793 2.70707 -1.03536 -0.3 1.1 -0.3
C 0.11151 3.72043 -0.34629 0.2 -0.5 0.0
C -0.00327 4.97792 -0.88988 0.0 0.6 -0.2
C 0.59229 5.25826 -2.11570 0.1 -1.3 0.5
C 1.32625 4.28240 -2.78149 -0.1 0.6 -0.2
C 1.40355 3.01462 -2.25470 -0.1 -0.5 0.4
N 0.41365 6.55808 -2.72054 0.0 0.8 -0.3
O 1.00127 6.79130 -3.76086 0.0 -0.2 0.0
O -0.31083 7.35721 -2.15867 0.0 -0.1 0.1
H -0.38167 3.49284 0.58635 -0.1 0.0 0.0
H -0.56328 5.75622 -0.39266 0.0 0.0 0.0
H 1.81129 4.53741 -3.71228 0.0 -0.1 0.0
H 1.94323 2.23605 -2.77785 -0.1 0.0 0.0
N -3.83579 -4.54887 4.30370 0.4 0.0 -0.4
C -2.83859 -3.66467 4.55379 -0.1 -0.6 1.8
S -2.17020 -3.61510 6.08059 -0.2 0.1 -0.7
C -2.44743 -2.74996 3.48777 0.3 0.9 -1.3
C -1.32853 -1.92003 3.60150 -0.2 -0.6 0.3
C -0.99888 -1.06460 2.57901 0.1 0.1 -0.4
N -1.70011 -0.94564 1.44204 0.3 0.2 0.7
C -2.76662 -1.74669 1.32100 0.0 0.3 -0.5
C -3.16461 -2.63934 2.28872 0.1 -0.3 0.6
H -3.98859 -5.22643 5.03316 -0.1 0.0 0.0
H -3.97355 -4.87727 3.35933 -0.1 0.1 0.0
H -0.72572 -1.96636 4.49627 0.0 0.0 0.0
H -0.12862 -0.43210 2.66150 -0.1 0.0 0.1
H -3.31932 -1.66289 0.39377 0.0 0.0 0.0
H -4.05454 -3.22849 2.11417 0.0 0.1 -0.1
C 1.33915 -4.77569 -2.27739 0.1 0.2 0.0
C 1.75022 -3.49425 -1.55402 -0.1 0.0 0.1
C 0.83898 -3.14168 -0.37827 0.0 -0.1 -0.1
C -0.57675 -2.80395 -0.80667 0.0 0.3 -0.8
Ge -1.06627 -1.00903 -1.64909 -0.6 -1.3 0.8
C -0.32622 -0.92969 -3.51823 0.1 0.1 0.4
C -1.30693 -1.40969 -4.58404 0.0 -0.2 0.2
C -1.56657 -2.91286 -4.51455 -0.1 0.2 -0.1
C -2.54672 -3.37428 -5.58931 0.1 0.0 0.1
H 2.08850 -5.05158 -3.02124 0.0 0.0 0.0
H 0.38522 -4.66383 -2.79382 0.0 0.0 0.0
H 1.24376 -5.60062 -1.56747 0.0 0.0 0.0
H 1.76528 -2.65281 -2.25290 0.1 0.0 0.0
H 2.76313 -3.62172 -1.17830 0.2 0.1 0.0
H 1.27354 -2.31090 0.17917 0.1 0.1 0.1
H 0.81121 -3.99695 0.31042 0.1 0.0 0.0
H -1.27169 -2.96973 0.00808 -0.1 0.0 0.0
H -0.88853 -3.46515 -1.62193 0.0 -0.2 0.2
H -2.58633 -1.39649 -1.89929 0.2 0.0 -0.1
H 0.58915 -1.52768 -3.55049 0.0 0.0 0.0
H -0.03556 0.10335 -3.70555 0.0 0.0 0.0
H -0.91736 -1.16105 -5.57783 0.0 0.0 0.0
H -2.26280 -0.88854 -4.46331 0.0 0.0 -0.1
H -1.97122 -3.14695 -3.52571 0.0 -0.1 0.0
H -0.61764 -3.44838 -4.61726 0.0 0.0 0.0
H -3.50590 -2.86783 -5.46423 0.0 0.0 0.0
H -2.72089 -4.45018 -5.54202 0.0 0.0 0.0
H -2.16519 -3.13396 -6.58379 0.0 0.0 0.0
```
Positions in Å, forces in eV/Å.

Values from the calculation:
E_tot: -6663.08784 Eh
2S+1: 1
E_LUMO (alpha / beta): -0.0418 / -0.0421 Ha
Highest occupied orbital energy (alpha / beta): -5.94 / -5.88 eV
Charge: 0
Energy relative to the best compared isomer or geometry (same formula, charge and spin): 320.9 kJ/mol

***

No. 2
Entry from the OMol25 dataset: 11 unconnected molecules or ions with the total composition C44H121N11O11 in a non-equilibrium geometry (ωB97M-V/def2-TZVPD).

The geometry in XYZ format:
```
187
Properties=species:S:1:pos:R:3:forces:R:3
C -4.51343 3.42979 -0.69746 1.4 -0.1 -0.7
O -4.93781 3.82733 -1.98349 -0.5 0.5 0.3
C -5.72509 5.01191 -1.97280 0.4 -0.3 0.4
C -6.35338 5.18961 -3.32672 -0.3 0.5 -0.6
C -7.23093 6.43075 -3.36479 -0.4 0.3 0.1
N -7.13337 3.99910 -3.71232 0.7 0.0 0.0
H -5.31204 3.17019 -0.00063 -0.1 -0.2 -0.2
H -3.83927 4.15372 -0.21105 -0.4 0.4 -0.1
H -3.81543 2.62842 -0.94553 -0.4 -0.5 0.7
H -6.46766 4.94219 -1.16548 -0.2 0.0 -0.2
H -5.07598 5.86407 -1.72838 -0.1 0.1 -0.1
H -5.55646 5.39074 -4.05682 0.2 -0.2 0.2
H -8.09702 6.36201 -2.70164 0.1 -0.2 0.1
H -7.64010 6.60100 -4.36285 0.1 -0.1 -0.1
H -6.68117 7.33433 -3.09018 0.1 -0.1 0.0
H -7.20511 4.01337 -4.72676 -0.3 0.1 0.1
H -6.51503 3.20438 -3.54696 -0.2 0.0 0.2
C -0.28827 2.49747 -3.38445 0.2 0.2 0.1
O -1.34377 2.00289 -4.16433 -0.3 0.0 0.1
C -2.29346 1.28800 -3.39795 -0.1 0.1 0.7
C -3.55877 1.00778 -4.18817 0.0 -0.9 -0.4
C -4.61463 0.47925 -3.22698 -0.3 1.2 0.5
N -3.40148 0.00722 -5.24768 -0.1 0.0 0.0
H 0.05596 3.41609 -3.86137 0.3 -0.1 0.0
H 0.52637 1.76684 -3.28649 0.1 0.0 -0.2
H -0.57316 2.75376 -2.35451 -0.4 0.0 -0.1
H -1.84754 0.36758 -2.98843 -0.1 -0.2 -0.3
H -2.55840 1.85927 -2.49675 0.0 0.2 -0.1
H -3.89167 1.95169 -4.62993 0.0 0.0 0.0
H -4.18571 -0.25275 -2.54039 -0.1 -0.2 -0.1
H -5.53449 0.13064 -3.69495 0.3 -0.4 -0.4
H -4.97377 1.31639 -2.61935 0.2 -0.1 0.2
H -2.50098 0.05338 -5.70904 0.0 0.1 0.1
H -3.52773 -0.93614 -4.87594 0.2 0.2 -0.1
C 2.61403 3.23368 1.52755 1.0 0.1 -0.4
O 1.36863 3.79898 1.81672 -0.3 -0.2 0.0
C 0.70662 4.31572 0.68360 -0.4 0.5 -0.3
C -0.62965 4.91725 1.09505 -0.6 0.5 0.6
C -0.47883 6.24254 1.84808 0.1 0.1 0.4
N -1.39449 3.94596 1.89818 0.5 0.1 0.4
H 3.39415 3.99145 1.34800 -0.3 0.2 0.0
H 2.59686 2.61406 0.62206 -0.2 -0.1 0.1
H 2.99049 2.64595 2.36534 -0.4 -0.1 0.1
H 1.30919 5.11549 0.23678 0.1 0.0 -0.1
H 0.52512 3.56382 -0.09347 0.2 -0.3 0.2
H -1.22271 5.13962 0.20303 0.3 -0.2 -0.2
H -0.10629 6.07786 2.86334 0.1 -0.1 -0.1
H -1.45453 6.71855 1.96345 0.0 0.0 -0.1
H 0.19862 6.95662 1.37403 -0.1 -0.1 -0.2
H -2.25382 4.34973 2.26226 -0.1 0.2 -0.5
H -0.86524 3.82533 2.76126 0.0 -0.3 -0.1
C 0.49708 -2.84974 -2.04311 0.2 0.3 -0.3
O -0.18319 -3.47768 -3.10831 0.0 0.1 0.1
C -1.47397 -2.94514 -3.33042 0.2 -0.3 0.1
C -1.98844 -3.53689 -4.63038 -0.6 0.2 -0.1
C -1.14413 -3.11549 -5.81476 0.5 0.2 -0.2
N -3.36455 -3.04827 -4.81993 -0.1 -0.3 0.1
H 1.56560 -2.99412 -2.20896 0.0 -0.2 0.1
H 0.22434 -3.23233 -1.05641 -0.2 0.0 0.0
H 0.31063 -1.77004 -2.07471 0.0 0.0 0.2
H -2.13687 -3.19523 -2.48886 -0.1 -0.1 0.0
H -1.44373 -1.85029 -3.39292 0.1 0.0 -0.1
H -1.96721 -4.62898 -4.53166 0.1 0.0 -0.1
H -0.94081 -2.04062 -5.81364 -0.1 0.0 0.2
H -1.61472 -3.32240 -6.77799 -0.1 -0.3 0.1
H -0.17909 -3.62135 -5.78626 0.0 0.0 0.0
H -3.65591 -3.19905 -5.77933 0.0 0.0 0.0
H -4.01041 -3.58690 -4.25147 0.0 0.1 0.1
C 4.26119 -0.16815 -2.87346 -0.5 -0.9 1.1
O 4.76329 0.08632 -1.55843 -0.1 0.7 -0.7
C 5.56535 1.25943 -1.58790 0.0 0.1 0.5
C 5.85291 1.70152 -0.15354 0.6 -0.5 -0.2
C 6.78478 2.89807 -0.16752 0.3 -0.3 0.3
N 6.45256 0.58839 0.61201 -0.6 0.2 -0.4
H 3.74904 0.71335 -3.25775 0.3 0.1 -0.4
H 3.50058 -0.94468 -2.75681 0.0 0.0 0.0
H 5.04457 -0.59280 -3.50256 0.0 0.4 -0.3
H 6.51128 1.04097 -2.10320 0.0 0.1 0.0
H 5.06575 2.07087 -2.13264 -0.1 -0.1 0.0
H 4.90913 1.94858 0.34222 0.0 0.0 -0.1
H 7.04760 3.20949 0.84430 -0.3 0.2 0.0
H 6.36266 3.72453 -0.73615 0.1 0.1 0.0
H 7.74313 2.58764 -0.59695 -0.1 0.1 -0.3
H 7.39761 0.40098 0.28811 0.0 0.1 -0.1
H 5.88950 -0.21488 0.34733 0.2 -0.2 0.3
C 6.15677 -2.72653 -0.98390 -0.8 -0.1 -0.6
O 6.45423 -4.08879 -0.78411 0.2 0.3 0.7
C 7.85114 -4.32925 -0.83620 -0.2 -0.2 -0.4
C 8.14798 -5.71564 -0.28551 0.5 0.2 1.1
C 7.60661 -6.83996 -1.14213 0.2 -0.3 0.3
N 7.67755 -5.87396 1.10944 -0.8 0.1 -0.4
H 6.24127 -2.52312 -2.05916 0.2 0.4 0.1
H 6.73997 -2.02795 -0.37902 0.5 -0.2 -0.1
H 5.11812 -2.51890 -0.71690 0.0 -0.4 0.0
H 8.18292 -4.25461 -1.88267 0.1 0.0 0.0
H 8.39399 -3.57377 -0.25653 0.0 0.0 0.1
H 9.23459 -5.80148 -0.17259 0.0 0.0 -0.5
H 7.91761 -6.71320 -2.17841 -0.3 0.1 -0.1
H 6.52405 -6.91049 -1.02968 0.0 0.2 -0.3
H 8.00527 -7.79825 -0.80564 0.1 0.1 0.1
H 8.01068 -5.11249 1.69388 0.3 0.0 -0.1
H 6.67105 -5.70780 1.07332 0.0 -0.2 0.2
C -4.30881 1.24772 3.34679 0.2 0.6 0.0
O -4.75044 0.72983 2.11783 0.0 -0.3 -0.2
C -6.15611 0.55289 2.06577 0.2 -0.5 0.2
C -6.53904 -0.35797 0.91024 -0.9 0.3 -0.4
C -6.38509 0.32903 -0.43869 0.9 0.0 0.4
N -7.95485 -0.75268 1.10559 0.4 -0.3 0.2
H -4.55557 0.62924 4.21647 -0.2 -0.2 -0.2
H -4.72033 2.25316 3.50438 0.0 0.0 0.1
H -3.22204 1.33411 3.30172 0.0 0.0 -0.1
H -6.46759 0.06317 2.99805 -0.1 0.2 0.1
H -6.66580 1.51777 1.96908 -0.1 0.0 0.1
H -5.89541 -1.24531 0.89248 0.2 0.1 0.3
H -5.32281 0.58141 -0.50408 0.0 -0.1 -0.3
H -6.90644 1.28011 -0.55028 -0.4 -0.2 0.2
H -6.64076 -0.35918 -1.24292 0.0 0.1 -0.1
H -8.04496 -1.14454 2.04145 -0.1 0.1 0.0
H -8.12266 -1.55027 0.49832 -0.2 0.2 -0.1
C 2.14443 -0.88288 0.39928 0.8 0.3 -0.6
O 0.76174 -0.99966 0.57962 0.3 0.1 0.3
C 0.06697 0.18568 0.22568 0.1 -0.2 -0.5
C -1.25780 0.18374 0.93758 -1.4 0.3 0.4
C -2.07935 -1.05143 0.60432 0.0 -0.6 -0.5
N -2.03327 1.35499 0.51971 0.5 0.8 -0.2
H 2.59400 -0.13334 1.06458 -0.1 -0.1 0.2
H 2.43902 -0.57597 -0.61552 -0.4 0.1 -0.1
H 2.66913 -1.83032 0.53107 -0.4 -0.2 0.4
H 0.64366 1.10331 0.41085 0.1 -0.1 0.5
H -0.08582 0.19742 -0.86578 -0.2 -0.1 0.0
H -1.11718 0.22581 2.02852 0.4 -0.2 0.0
H -1.69565 -1.97847 1.03544 0.2 0.2 0.1
H -2.09469 -1.19789 -0.48298 0.0 0.1 0.0
H -3.12346 -0.96374 0.90895 0.1 0.3 0.2
H -1.60442 2.21176 0.89449 0.0 -0.3 -0.2
H -2.95460 1.38731 0.94731 0.0 -0.6 -0.1
C 4.20901 -0.86676 4.01165 -0.9 -0.5 0.3
O 5.34831 -0.10987 4.30950 -0.2 0.4 -0.2
C 5.05367 1.27300 4.08691 1.1 -0.6 0.4
C 6.33617 2.09191 4.22855 -0.2 0.5 0.0
C 6.05171 3.56517 3.93842 0.1 -0.2 -0.3
N 7.39419 1.60712 3.34856 -0.2 -0.3 0.2
H 3.77884 -0.68733 3.01538 0.6 0.0 -0.2
H 3.35490 -0.64942 4.66885 0.3 0.2 0.3
H 4.43046 -1.92624 4.13296 0.2 0.0 -0.1
H 4.74240 1.34348 3.03668 -0.5 0.4 0.1
H 4.33289 1.57294 4.85505 -0.4 0.2 -0.5
H 6.66345 2.06888 5.27320 0.2 -0.4 -0.1
H 5.62903 3.69984 2.93573 -0.2 -0.1 0.1
H 6.99040 4.11891 3.93205 0.0 0.0 0.2
H 5.37138 3.98222 4.68133 0.0 0.1 -0.1
H 7.04070 1.66242 2.39347 0.1 0.0 0.1
H 7.40564 0.59757 3.48912 0.3 0.0 0.0
C -3.37087 -4.35779 0.35513 0.2 0.0 0.3
O -3.99853 -5.32574 -0.44525 0.2 0.1 -0.5
C -3.42658 -6.60323 -0.30430 0.0 -0.3 0.7
C -3.96579 -7.53291 -1.37388 0.2 -0.2 -0.1
C -3.52811 -8.96428 -1.11642 0.1 -0.4 0.8
N -3.53886 -7.13984 -2.72217 -0.2 0.3 0.1
H -3.75391 -3.37651 0.08540 -0.2 0.0 0.1
H -2.28052 -4.33896 0.22574 0.0 -0.1 -0.2
H -3.54650 -4.56701 1.41874 -0.1 0.2 0.0
H -2.32722 -6.57422 -0.35151 0.0 0.2 -0.3
H -3.64231 -6.98971 0.70570 -0.2 -0.1 -0.1
H -5.05754 -7.50297 -1.33625 0.0 0.2 -0.1
H -4.03536 -9.42838 -0.26374 -0.4 0.2 -0.2
H -2.48381 -9.03426 -0.79077 0.2 0.1 -0.6
H -3.72016 -9.58387 -1.98846 0.2 0.0 -0.1
H -3.71917 -6.14270 -2.81218 0.0 -0.1 -0.1
H -2.52986 -7.23822 -2.79749 0.0 -0.1 0.0
C 0.66169 -1.10510 4.60878 0.4 -0.1 0.4
O 1.07387 0.10384 5.21435 -0.1 0.1 -0.2
C 0.53138 1.24011 4.54906 0.1 -0.6 0.5
C 1.09607 2.47691 5.21653 0.3 -0.2 0.5
C 0.88341 2.44230 6.72344 -0.4 0.3 0.6
N 0.49799 3.68860 4.64341 0.5 -0.2 -0.1
H 1.20025 -1.90322 5.12223 0.1 0.0 -0.1
H 0.93611 -1.11296 3.54875 -0.3 -0.1 -0.1
H -0.40381 -1.30329 4.76559 -0.1 0.2 -0.3
H 0.80734 1.17279 3.48882 -0.2 0.2 -0.1
H -0.55946 1.21084 4.67146 -0.1 0.2 -0.3
H 2.19101 2.43281 5.10639 0.0 0.1 -0.4
H 1.53993 1.74177 7.23623 0.0 -0.2 -0.2
H -0.14512 2.20129 7.00804 0.0 -0.1 -0.2
H 1.07648 3.42154 7.17400 0.1 0.0 -0.2
H 0.79469 3.74962 3.66647 0.0 0.0 0.2
H 0.97939 4.46033 5.09867 -0.3 0.2 0.0
```
Positions in Å, forces in eV/Å.

Values from the calculation:
E_tot: -3178.78826 Eh
2S+1: 1
E_LUMO: 0.0116 Ha
Highest occupied orbital energy: -8.41 eV
Charge: 0
SMILES: COC[C@H](C)N.COC[C@H](C)N.COC[C@H](C)N.COC[C@H](C)N.COC[C@H](C)N.COC[C@H](C)N.COC[C@H](C)N.COC[C@H](C)N.COC[C@H](C)N.COC[C@H](C)N.COC[C@H](C)N
Energy relative to the best compared isomer or geometry (same formula, charge and spin): 0.0 kJ/mol